Entry from the OMol25 dataset: a structure of composition C16H30HfNOP (ωB97M-V/def2-TZVPD).

```
! RIJCOSX wB97M-V def2-TZVPD def2/J DEFGRID3
* xyz 2 1
C 3.1217 -1.7623 -2.2057
C 3.3293 -0.6587 -1.3852
C 2.2855 -0.1399 -0.5973
C 1.0084 -0.7302 -0.6441
C 0.8118 -1.8312 -1.5006
C 1.8694 -2.3699 -2.2481
C 2.5866 1.0036 0.3465
C 1.8892 2.3559 0.1183
N 0.4846 2.2830 -0.3976
Hf -0.6497 0.2799 0.4336
C -0.5656 -2.4292 -1.6430
P -1.8586 -1.1505 -1.2721
H 4.3102 -0.1769 -1.3292
H 1.6756 -3.2472 -2.8693
H 3.9390 -2.1573 -2.8123
H -0.7417 -3.2574 -0.9336
H -0.7599 -2.8060 -2.6595
H 2.4180 0.6943 1.3970
H 3.6641 1.2189 0.2774
H 1.8596 2.9163 1.0654
C -3.3696 -2.1345 -1.2642
C -1.9324 -0.3128 -2.8964
H 2.4473 2.9759 -0.6041
C 0.4827 2.2937 -1.8770
C -0.2838 3.4466 0.0920
H -2.4743 0.7287 0.4497
H 0.9362 3.2431 -2.2079
H 1.0694 1.4557 -2.2695
H -0.5457 2.2279 -2.2550
H 0.0537 4.3504 -0.4428
H -1.3574 3.2938 -0.0776
H -0.1112 3.5799 1.1690
H -2.4558 -0.9641 -3.6092
H -2.4860 0.6299 -2.7954
H -0.9307 -0.0888 -3.2863
H -3.4722 -2.6753 -2.2156
H -3.3415 -2.8554 -0.4375
H -4.2316 -1.4704 -1.1301
H -2.1643 1.4005 0.3115
C -1.7507 -0.1974 4.3968
C -0.4068 -0.2173 3.6942
C 0.4257 -1.4540 3.9535
O -0.5917 -0.0602 2.2823
H -2.4449 -0.9267 3.9617
H -2.2068 0.7957 4.3391
H -1.6266 -0.4394 5.4582
H 0.1620 0.6505 4.0424
H 0.0027 -2.3340 3.4522
H 1.4519 -1.3121 3.5977
H 0.4750 -1.6649 5.0277
*
```

The highest occupied orbital energy is -15.1 eV. Its total energy is -1146.4374 Eh.

Entry from the OMol25 dataset: a cluster of 6 separate species, C16H30NO17S4 in total (ωB97M-V/def2-TZVPD).

```
! RIJCOSX wB97M-V def2-TZVPD def2/J DEFGRID3
* xyz -1 1
N -23.4479 5.0213 -3.4007
O -23.1375 4.5450 -2.3021
O -23.7786 4.1904 -4.2342
O -23.3416 6.2746 -3.6526
C -22.5794 10.0225 1.6994
C -23.7724 10.9816 1.6282
O -24.2848 11.0382 2.9398
S -23.1947 10.5605 4.0784
O -23.8341 9.8882 5.2390
O -22.2126 11.6289 4.3708
O -22.5426 9.4498 2.9993
H -21.6979 10.6399 1.5269
H -22.7771 9.2583 0.9476
H -24.4816 10.4827 0.9676
H -23.4820 11.9491 1.2188
C -23.2089 8.7344 -9.6695
C -23.2043 10.0084 -8.7963
O -21.9704 10.6267 -8.8714
S -20.8844 9.7827 -9.6342
O -20.2810 8.8305 -8.6740
O -20.0908 10.6612 -10.4508
O -22.0675 9.0142 -10.4770
H -24.1146 8.7222 -10.2758
H -23.1026 7.9000 -8.9762
H -23.4373 9.6469 -7.7947
H -24.0468 10.6580 -9.0337
O -30.3662 3.9038 -11.0751
S -29.3339 3.5879 -10.1146
O -28.0068 4.1805 -10.2461
O -29.9240 3.9152 -8.5141
C -28.9316 3.7852 -7.4600
C -29.6932 3.9815 -6.1274
C -29.0880 1.7284 -10.1654
H -28.1892 4.5832 -7.4560
H -28.3998 2.8382 -7.3673
H -29.0764 3.9342 -5.2300
H -30.5764 3.3552 -6.0021
H -30.0630 5.0064 -6.0985
H -28.4887 1.4228 -11.0230
H -30.0604 1.2421 -10.2444
H -28.6959 1.3407 -9.2252
O -18.8717 2.4115 -0.4600
S -17.9331 3.0865 0.4016
O -16.9965 2.4213 1.3051
O -17.0860 4.1690 -0.4590
C -17.7130 4.8387 -1.5296
C -16.7738 5.8155 -2.2560
C -18.8356 4.2798 1.5249
H -18.5326 5.3526 -1.0274
H -18.2014 4.1878 -2.2548
H -15.7639 5.4158 -2.3477
H -16.6916 6.7721 -1.7399
H -17.2914 6.0916 -3.1746
H -18.0872 5.0502 1.7107
H -18.9753 3.7567 2.4709
H -19.7068 4.6638 0.9944
C -22.3357 -2.1612 -11.0787
C -22.9399 -1.1898 -10.2997
C -22.8395 0.1339 -10.4970
C -22.1753 0.5340 -11.6328
C -21.5118 -0.3955 -12.4172
C -21.5487 -1.7306 -12.1242
H -22.4524 -3.2037 -10.8219
H -23.5125 -1.5526 -9.4590
H -23.1244 0.9419 -9.8395
H -22.0305 1.5739 -11.8859
H -20.9918 -0.0510 -13.2989
H -20.9326 -2.3256 -12.7822
*
```

The highest occupied orbital energy is -4.5 eV. Its total energy is -3554.0079 Eh. The value obtained for the energy above the lowest of the compared OMol25 structures with the same formula, charge and spin is 1.716 eV.

Entry from the OMol25 dataset: an isolated molecule of C16H30Si2 (ωB97M-V/def2-TZVPD).

```
! RIJCOSX wB97M-V def2-TZVPD def2/J DEFGRID3
* xyz 0 1
C -1.2963 2.0383 2.1349
C -0.7563 0.7726 1.5567
C 0.5247 0.3278 1.7580
C 1.0540 -0.8775 1.2538
C 2.4627 -1.2360 1.4398
Si 3.6465 -0.3568 0.2851
C 3.0955 -0.7721 -1.4486
C 3.5088 1.4839 0.5099
C 5.3747 -0.9777 0.7123
C 0.1512 -1.7201 0.5896
C 0.5998 -3.0760 0.1500
C -1.1845 -1.3311 0.4502
C -1.6217 -0.0896 0.8531
C -3.0149 0.2994 0.4781
Si -3.3094 0.8003 -1.3153
C -3.2047 2.6734 -1.4340
C -2.0181 -0.0591 -2.3734
C -5.0711 0.2900 -1.6764
H -2.2063 1.7837 2.7024
H -0.6596 2.5257 2.8442
H -1.5505 2.7890 1.3268
H 1.2110 0.9937 2.2029
H 2.8735 -0.8909 2.3778
H 2.6500 -2.3021 1.4220
H 2.0155 -0.7171 -1.4978
H 3.3946 -1.8070 -1.6682
H 3.4975 -0.0248 -2.1209
H 3.6474 1.7590 1.5303
H 2.5324 1.8775 0.1422
H 4.2544 1.9877 -0.0895
H 6.0953 -0.1815 0.6802
H 5.3875 -1.4324 1.6877
H 5.6991 -1.7451 0.0377
H 1.5104 -3.0752 -0.4612
H -0.1743 -3.6036 -0.3983
H 0.7804 -3.6905 1.0309
H -1.8630 -1.9595 -0.0737
H -3.3143 1.1336 1.0961
H -3.7153 -0.5268 0.7127
H -3.2928 3.2214 -0.5097
H -2.2501 2.9249 -1.8890
H -3.9953 2.9638 -2.1049
H -2.1312 -1.1383 -2.3501
H -2.0498 0.2823 -3.4026
H -0.9969 0.1433 -2.0535
H -5.4591 0.7855 -2.5437
H -5.6935 0.5395 -0.7888
H -5.1383 -0.8051 -1.7659
*
```

As for the structure (SMILES): Cc1cc(C[Si](C)(C)C)c(C)cc1C[Si](C)(C)C. The highest occupied orbital energy is -7.7 eV. Its total energy is -1206.7112 Eh. The value obtained for the energy above the lowest of the compared OMol25 structures with the same formula, charge and spin is 0.000 eV.